{
  "formula": "C42H50F3N2O4PRhSSe",
  "method": "ωB97M-V with the def2-TZVPD basis set",
  "orbital_gap_ev": [6.147, 6.311],
  "energy_ev": -152161.354,
  "spin_multiplicity": 5,
  "lumo_energy_ev": [-2.0, -4.9],
  "charge": 1,
  "elements": ["Rh", "O", "C", "C", "C", "C", "C", "C", "C", "P", "C", "C", "C", "C", "C", "C", "C", "C", "C", "C", "C", "C", "H", "H", "H", "H", "H", "H", "H", "H", "H", "H", "H", "H", "H", "H", "C", "C", "C", "C", "N", "C", "Se", "N", "C", "C", "C", "C", "C", "C", "C", "C", "C", "C", "H", "H", "H", "H", "H", "H", "H", "H", "H", "H", "H", "H", "H", "H", "H", "H", "H", "H", "H", "H", "H", "H", "C", "C", "C", "S", "O", "C", "C", "C", "H", "H", "H", "H", "H", "H", "H", "H", "H", "H", "H", "H", "H", "H", "F", "C", "F", "F", "C", "O", "O"],
  "coordinates": [[-1.10701, 0.19440, 0.02533], [0.35007, -0.88062, 1.75368], [-0.57237, -0.10602, 2.01923], [-1.15705, 0.54910, 3.11107], [-0.86335, 0.24166, 4.46841], [-1.57872, 0.86373, 5.46038], [-2.58786, 1.80214, 5.17275], [-2.85709, 2.13290, 3.85340], [-2.13731, 1.53659, 2.83008], [-2.26030, 1.88329, 1.09006], [-3.99944, 2.11071, 0.69082], [-4.83089, 0.99857, 0.82609], [-6.18797, 1.11063, 0.58919], [-6.72572, 2.33604, 0.21169], [-5.90419, 3.44298, 0.07456], [-4.54071, 3.33411, 0.31384], [-1.41971, 3.44962, 0.74263], [-1.37721, 3.89344, -0.58240], [-0.62508, 5.00534, -0.92100], [0.10106, 5.67527, 0.05763], [0.06072, 5.23756, 1.37247], [-0.70241, 4.12850, 1.71967], [-0.10829, -0.49524, 4.70331], [-1.36903, 0.61635, 6.49249], [-3.14227, 2.26681, 5.97372], [-3.62109, 2.86481, 3.61975], [-4.41226, 0.04293, 1.12136], [-6.82838, 0.24586, 0.69556], [-7.78692, 2.42435, 0.02586], [-6.32259, 4.39586, -0.21894], [-3.90718, 4.20495, 0.20682], [-1.92793, 3.36252, -1.35171], [-0.59906, 5.34470, -1.94707], [0.69069, 6.54253, -0.20611], [0.61517, 5.76570, 2.13585], [-0.73448, 3.79114, 2.74792], [5.28239, 2.04476, -0.38427], [5.06171, 2.58999, 1.02552], [3.59542, 2.70128, 1.44688], [2.94256, 1.40928, 1.91455], [2.95117, 0.33953, 0.91216], [2.18234, 0.28162, -0.17769], [0.87256, 1.59065, -0.59996], [2.41851, -0.83786, -0.85979], [1.81422, -1.19419, -2.15000], [2.43532, -0.42303, -3.30107], [3.88680, -0.79241, -3.59006], [4.04238, -2.15578, -4.24978], [3.39448, -1.55867, -0.17427], [4.00029, -2.78028, -0.45014], [4.94061, -3.21958, 0.45824], [5.27229, -2.47100, 1.59943], [4.67391, -1.25786, 1.86999], [3.72185, -0.81918, 0.95583], [6.30467, 2.22684, -0.71356], [4.61922, 2.53701, -1.09859], [5.11576, 0.97062, -0.45752], [5.49712, 3.58934, 1.07750], [5.61350, 1.99052, 1.75600], [3.01484, 3.13722, 0.62790], [3.49530, 3.39769, 2.28294], [1.90215, 1.56501, 2.21411], [3.46409, 1.00303, 2.78140], [0.74067, -1.01006, -2.06895], [1.95141, -2.27147, -2.25320], [2.34108, 0.64614, -3.09516], [1.81047, -0.60529, -4.17901], [4.47043, -0.75858, -2.66311], [4.31992, -0.02706, -4.23630], [3.66047, -2.96539, -3.62535], [5.08684, -2.38096, -4.45877], [3.49963, -2.19559, -5.19424], [3.75694, -3.35576, -1.33039], [5.43901, -4.16267, 0.28797], [6.01881, -2.85443, 2.27989], [4.93738, -0.68594, 2.74663], [-0.16383, -5.90578, 1.14810], [0.03524, -5.28595, -0.22470], [-1.18477, -4.53762, -0.73472], [-1.52140, -3.06902, 0.26060], [-1.19788, -1.91920, -0.69513], [-3.32971, -3.07366, 0.38684], [-4.04096, -2.39312, -0.77703], [-3.98150, -3.15683, -2.09018], [0.67681, -6.54571, 1.40949], [-1.06420, -6.52106, 1.17410], [-0.25313, -5.14619, 1.92548], [0.26780, -6.06263, -0.95649], [0.89118, -4.60480, -0.21359], [-2.07105, -5.17079, -0.74920], [-1.02748, -4.13169, -1.73511], [-3.53855, -2.56553, 1.32938], [-3.62398, -4.11785, 0.50297], [-3.62673, -1.39168, -0.92625], [-5.08002, -2.25892, -0.46383], [-2.95969, -3.22778, -2.45841], [-4.56059, -2.64355, -2.85525], [-4.38554, -4.16559, -1.98750], [-1.74478, 1.16600, -5.21342], [-2.41234, 0.96669, -4.08116], [-3.16588, -0.13670, -4.23191], [-3.24081, 2.01136, -3.90023], [-1.47967, 0.81377, -2.84816], [-0.26690, 0.91917, -3.01167], [-2.12200, 0.60392, -1.78713]],
  "forces_ev_per_a": [[-0.1, -0.1, 0.4], [0.0, 0.0, 0.1], [-0.1, 0.0, 0.1], [0.2, -0.1, -0.2], [0.0, 0.0, 0.1], [0.0, 0.0, 0.0], [0.1, 0.0, 0.0], [0.0, 0.0, 0.0], [-0.1, 0.0, 0.1], [0.3, 0.1, -0.1], [-0.1, 0.0, 0.0], [0.0, 0.0, 0.0], [0.0, 0.0, 0.0], [0.0, 0.0, 0.0], [0.0, 0.0, 0.0], [0.0, 0.0, 0.0], [-0.1, 0.1, 0.0], [0.0, 0.0, 0.0], [0.0, 0.0, 0.0], [0.0, 0.0, 0.0], [0.0, 0.0, 0.0], [0.0, 0.0, 0.0], [0.0, 0.0, 0.0], [0.0, 0.0, 0.0], [0.0, 0.0, 0.0], [0.0, 0.0, 0.0], [0.0, 0.0, 0.0], [0.0, 0.0, 0.0], [0.0, 0.0, 0.0], [0.0, 0.0, 0.0], [0.0, 0.0, 0.0], [0.0, 0.0, 0.0], [0.0, 0.0, 0.0], [0.0, 0.0, 0.0], [0.0, 0.0, 0.0], [0.0, 0.0, 0.0], [0.0, 0.0, 0.0], [0.0, 0.0, 0.0], [0.0, 0.0, 0.0], [-0.1, -0.2, 0.0], [0.1, -0.1, -0.1], [-0.2, 0.2, 0.0], [0.0, -0.2, 0.0], [0.2, 0.0, 0.1], [-0.2, -0.2, 0.2], [0.0, 0.0, -0.1], [0.1, 0.0, 0.1], [0.0, 0.0, 0.0], [-0.1, -0.1, -0.1], [0.0, 0.1, 0.1], [0.0, 0.0, 0.1], [0.0, 0.0, -0.1], [0.0, 0.0, -0.1], [0.0, 0.2, 0.1], [0.0, 0.0, 0.0], [0.0, 0.0, 0.0], [0.0, -0.1, 0.0], [0.0, 0.0, 0.0], [0.0, 0.0, 0.0], [0.0, 0.0, 0.0], [0.0, 0.0, 0.0], [0.0, 0.0, 0.0], [0.0, 0.1, 0.0], [0.2, 0.0, -0.1], [0.0, 0.0, 0.0], [0.0, 0.0, 0.0], [0.0, 0.0, 0.0], [0.0, 0.0, 0.0], [0.0, 0.0, 0.0], [0.0, 0.0, 0.0], [0.0, 0.0, 0.0], [0.0, 0.0, 0.0], [0.0, 0.0, 0.0], [0.0, 0.0, 0.0], [0.0, 0.0, 0.0], [0.0, 0.0, 0.0], [0.0, -0.1, 0.1], [0.1, 0.0, -0.1], [-0.1, 0.0, -0.2], [0.1, 0.2, 0.1], [0.2, 0.1, -0.1], [-0.1, 0.0, -0.1], [0.0, 0.1, 0.0], [0.0, 0.0, 0.0], [0.0, 0.0, 0.0], [0.0, 0.0, 0.0], [0.0, 0.0, 0.0], [0.0, 0.0, 0.0], [0.0, 0.0, 0.0], [0.0, 0.0, 0.0], [0.0, -0.1, 0.0], [0.0, 0.0, 0.0], [0.0, 0.0, 0.0], [0.0, 0.0, 0.0], [0.0, 0.0, 0.0], [0.0, 0.0, 0.0], [0.0, 0.0, 0.0], [0.0, 0.0, 0.0], [0.0, 0.0, 0.1], [-0.2, 0.0, 0.0], [0.1, 0.1, 0.0], [0.1, -0.1, 0.0], [0.0, 0.1, -0.2], [0.1, 0.1, -0.1], [-0.3, 0.0, 0.1]]
}